# C20H17NO

A cluster of 2 separate species, C20H17NO in total in a non-equilibrium geometry (ωB97M-V with the def2-TZVPD basis set, the OMol25 dataset).

Output
maximum force = 2.116 eV Å⁻¹
LUMO energy = -2.01 eV
Kohn-Sham gap = 5.3 eV
2S+1 = 1
energy = -902.1945 hartree
relative energy (zero: lowest compared OMol25 entry of this formula, charge and spin) = 73.7 kcal/mol
HOMO level = -7.3381 eV

```
39
Properties=species:S:1:pos:R:3:forces:R:3
C 1.067 0.804 2.356 0.41 0.82 -0.30
C 2.330 0.092 2.445 0.70 -0.70 0.73
C 3.549 0.800 2.539 -0.49 0.37 -0.59
C 4.760 0.187 2.262 0.09 -0.54 0.11
C 4.810 -1.196 2.005 -0.35 0.42 0.27
C 3.637 -1.955 2.115 -0.03 0.10 0.21
C 2.417 -1.330 2.405 0.06 0.27 -0.54
C -0.150 0.102 2.228 -1.63 0.23 0.46
C -1.366 0.702 2.484 1.75 0.04 -0.60
C -2.627 0.050 2.274 -1.67 -1.14 0.08
C -3.853 0.771 2.197 0.75 -0.33 0.22
C -5.065 0.106 2.033 0.04 -0.66 -0.09
C -5.110 -1.301 1.963 0.54 0.45 -0.14
C -3.913 -2.026 2.024 0.03 0.07 -0.09
C -2.696 -1.369 2.176 -0.14 0.60 0.16
H 1.091 1.850 2.054 0.19 -0.65 -0.19
H 3.487 1.859 2.795 0.09 -0.21 -0.26
H 5.674 0.779 2.239 -0.20 -0.15 0.11
H 5.768 -1.677 1.788 -0.40 0.16 -0.02
H 3.683 -3.043 1.971 -0.09 0.55 0.19
H 1.522 -1.948 2.538 0.40 0.27 -0.23
H -0.090 -0.950 1.933 -0.18 0.49 0.19
H -1.347 1.736 2.851 -0.09 -0.33 -0.22
H -3.825 1.858 2.291 -0.05 -0.26 -0.07
H -5.993 0.663 1.945 0.19 0.01 0.10
H -6.058 -1.826 1.835 0.26 0.23 0.07
H -3.914 -3.117 1.940 -0.10 0.41 0.11
H -1.779 -1.952 2.285 -0.39 0.12 -0.08
O 1.000 2.274 3.921 0.64 -0.79 0.51
C 0.387 3.352 4.254 -1.53 1.45 -0.14
C 0.555 4.618 3.565 0.28 -0.28 0.75
C 0.131 5.796 4.185 -0.46 -0.84 0.01
N -0.602 5.804 5.303 0.12 0.44 0.44
C -0.944 4.640 5.866 0.15 -0.15 -0.88
C -0.566 3.404 5.342 0.71 0.22 -0.11
H 1.103 4.665 2.625 0.11 -0.08 0.26
H 0.357 6.789 3.784 -0.03 -0.42 -0.11
H -1.560 4.725 6.768 0.13 -0.20 -0.31
H -0.891 2.484 5.820 0.24 0.03 0.00
```
Positions in Å, forces in eV/Å.